(1)
# C45H101FO30S9

13 unconnected molecules or ions with the total composition C45H101FO30S9 in a non-equilibrium geometry (ωB97M-V/def2-TZVPD, OMol25).

Each line ends with the Mulliken spin population.
Cartesian coordinates (Å):
C 6.70 13.30 -0.43  0.00
C 7.16 13.34 1.03  0.00
C 8.64 13.15 0.92  0.00
O 8.93 13.74 -0.36  0.00
C 7.91 13.43 -1.25  0.00
H 5.90 14.04 -0.57  0.00
H 6.23 12.33 -0.57  0.00
H 6.75 12.55 1.66  0.00
H 6.96 14.31 1.48  0.00
H 8.94 12.11 0.93  0.00
H 9.23 13.69 1.65  0.00
H 8.02 12.53 -1.86  0.00
H 7.84 14.23 -1.99  0.00
C -4.56 12.67 0.28  0.00
C -4.50 11.98 -1.09  0.00
C -4.04 13.10 -2.02  0.00
O -3.32 13.93 -1.13  0.00
C -3.31 13.53 0.22  0.00
H -4.68 12.03 1.15  0.00
H -5.47 13.26 0.29  0.00
H -5.42 11.52 -1.46  0.00
H -3.81 11.14 -1.16  0.00
H -4.93 13.64 -2.34  0.00
H -3.41 12.70 -2.82  0.00
H -3.36 14.44 0.82  0.00
H -2.42 12.96 0.50  0.00
C -6.13 17.04 -2.77  0.00
C -6.63 18.41 -3.21  0.00
C -5.43 19.27 -2.71  0.00
O -4.60 18.35 -1.93  0.00
C -5.32 17.24 -1.49  0.00
H -5.41 16.77 -3.54  0.00
H -6.96 16.34 -2.72  0.00
H -7.57 18.73 -2.76  0.00
H -6.75 18.40 -4.29  0.00
H -5.68 20.09 -2.04  0.00
H -4.87 19.81 -3.47  0.00
H -5.88 17.38 -0.57  0.00
H -4.78 16.34 -1.19  0.00
O 2.06 12.14 0.21  0.00
S 2.43 11.88 -1.14  0.00
O 3.40 12.71 -1.89  0.00
O 3.00 10.33 -1.27  0.00
C 2.63 9.41 -0.25  0.00
C 3.02 8.03 -0.76  0.00
C 0.88 11.60 -2.12  0.00
H 1.56 9.47 -0.05  0.00
H 3.23 9.51 0.66  0.00
H 2.70 7.82 -1.78  0.00
H 2.70 7.23 -0.09  0.00
H 4.09 8.08 -0.93  0.00
H 0.36 12.52 -2.36  0.00
H 0.21 10.97 -1.53  0.00
H 0.97 11.00 -3.03  0.00
O 6.00 14.18 -5.77  0.00
S 5.27 15.41 -5.46  0.00
O 5.67 16.65 -6.10  0.00
O 3.65 15.23 -5.61  0.00
C 3.14 13.92 -5.26  0.00
C 1.60 13.91 -5.49  0.00
C 5.36 15.68 -3.61  0.00
H 3.31 13.79 -4.19  0.00
H 3.65 13.13 -5.82  0.00
H 1.31 13.82 -6.53  0.00
H 1.14 14.76 -4.99  0.00
H 1.07 13.03 -5.12  0.00
H 5.12 14.72 -3.16  0.00
H 4.70 16.48 -3.29  0.00
H 6.40 15.91 -3.40  0.00
O 4.86 17.60 0.88  0.00
S 5.62 18.82 0.53  0.00
O 5.27 20.09 1.14  0.00
O 7.26 18.50 0.78  0.00
C 7.78 17.16 0.54  0.00
C 9.26 17.01 0.95  0.00
C 5.61 18.95 -1.32  0.00
H 7.74 16.91 -0.52  0.00
H 7.13 16.43 1.02  0.00
H 9.60 16.00 0.72  0.00
H 9.25 17.15 2.03  0.00
H 9.81 17.78 0.42  0.00
H 6.34 19.66 -1.71  0.00
H 4.57 19.05 -1.62  0.00
H 5.96 17.94 -1.53  0.00
O 3.42 21.26 -1.39  0.00
S 2.47 22.10 -0.72  0.00
O 2.58 23.57 -0.79  0.00
O 0.93 21.73 -1.20  0.00
C 0.63 20.35 -1.42  0.00
C -0.80 20.25 -1.86  0.00
C 2.37 21.62 1.06  0.00
H 0.65 19.75 -0.51  0.00
H 1.24 19.84 -2.17  0.00
H -1.20 19.24 -1.90  0.00
H -0.81 20.59 -2.89  0.00
H -1.53 20.68 -1.17  0.00
H 2.55 20.55 1.11  0.00
H 1.36 21.78 1.45  0.00
H 3.21 22.09 1.58  0.00
O 2.41 23.69 -6.01  0.00
S 1.13 22.91 -5.98  0.00
O 0.17 22.98 -7.11  0.00
O 1.39 21.30 -5.58  0.00
C 2.53 21.06 -4.74  0.00
C 2.73 19.57 -4.49  0.00
C 0.29 23.46 -4.44  0.00
H 2.29 21.52 -3.79  0.00
H 3.41 21.58 -5.13  0.00
H 1.83 19.09 -4.11  0.00
H 3.45 19.49 -3.68  0.00
H 3.16 19.02 -5.32  0.00
H -0.61 22.84 -4.36  0.00
H -0.06 24.45 -4.74  0.00
H 0.90 23.56 -3.55  0.00
O 0.98 14.75 -2.14  0.00
S 1.52 15.97 -1.53  0.00
O 2.28 17.02 -2.21  0.00
O 0.28 16.81 -0.78  0.00
C -0.92 16.14 -0.38  0.00
C -1.89 17.21 0.26  0.00
C 2.23 15.35 0.08  0.00
H -0.64 15.36 0.32  0.00
H -1.30 15.66 -1.29  0.00
H -2.13 18.00 -0.45  0.00
H -1.39 17.63 1.14  0.00
H -2.77 16.70 0.66  0.00
H 3.03 14.69 -0.26  0.00
H 1.38 14.85 0.55  0.00
H 2.54 16.25 0.61  0.00
O -1.30 10.63 -4.89  0.00
S -2.09 11.69 -5.49  0.00
O -3.54 11.76 -5.36  0.00
O -1.53 13.10 -4.85  0.00
C -2.33 14.24 -5.13  0.00
C -1.76 15.37 -4.25  0.00
C -1.49 11.79 -7.22  0.00
H -3.41 14.16 -5.05  0.00
H -2.23 14.52 -6.17  0.00
H -2.36 16.28 -4.35  0.00
H -0.72 15.61 -4.46  0.00
H -1.92 15.04 -3.23  0.00
H -0.41 11.78 -7.21  0.00
H -1.82 12.68 -7.76  0.00
H -2.00 10.94 -7.67  0.00
O -3.58 15.83 8.51  0.00
S -2.92 16.85 7.66  0.00
O -1.46 16.89 7.39  0.00
O -3.76 16.92 6.22  0.00
C -3.23 17.63 5.16  0.00
C -3.71 17.10 3.81  0.00
C -3.32 18.57 8.31  0.00
H -2.14 17.69 5.18  0.00
H -3.49 18.68 5.29  0.00
H -4.77 17.34 3.70  0.00
H -3.64 16.02 3.76  0.00
H -3.15 17.52 2.96  0.00
H -4.38 18.67 8.56  0.00
H -3.00 19.22 7.50  0.00
H -2.73 18.81 9.20  0.00
O 5.78 12.50 4.31  0.00
S 4.86 13.65 4.40  0.00
O 4.13 13.96 5.65  0.00
O 5.72 14.98 3.91  0.00
C 5.11 16.30 3.94  -0.04
C 5.63 17.11 5.16  0.00
C 3.70 13.47 3.00  0.00
H 4.03 16.34 4.00  0.07
H 5.52 16.84 3.09  -0.02
H 4.99 16.82 5.99  0.00
H 5.64 18.18 4.93  0.00
H 6.65 16.77 5.36  0.00
H 4.20 13.73 2.07  0.00
H 2.89 14.11 3.34  0.00
H 3.37 12.43 2.99  0.00
F 1.86 18.16 1.74  0.06
C 1.86 17.85 3.07  0.23
C 2.44 18.73 3.98  0.16
C 2.55 18.42 5.36  0.12
C 1.96 17.27 5.81  0.16
C 1.46 16.32 4.93  0.18
C 1.34 16.65 3.58  0.06
H 2.75 19.71 3.65  0.00
H 3.04 19.11 6.04  0.01
H 1.91 16.94 6.84  -0.01
H 0.94 15.49 5.39  -0.01
H 0.93 15.90 2.91  0.01

Calculated values
* orbital gap (spin up / spin down): 7.058 / 2.604 eV
* total charge: +1
* spin multiplicity: 2
* largest force on an atom: 0.0781 Eh/bohr

=====

(2)
# C45H105N15O15

15 unconnected molecules or ions with the total composition C45H105N15O15 in a non-equilibrium geometry (ωB97M-V/def2-TZVPD, OMol25).

Each line ends with the Löwdin charge.
Cartesian coordinates (Å):
C -2.21 -0.36 -3.89  0.03
C -2.85 0.69 -4.82  -0.50
O -2.67 0.60 -6.05  -0.01
N -3.71 1.60 -4.28  0.02
C -4.64 2.40 -5.09  -0.08
H -2.67 -1.23 -4.24  0.05
H -2.48 -0.33 -2.81  0.07
H -1.12 -0.36 -4.11  0.08
H -3.99 1.58 -3.28  0.11
H -5.70 2.04 -5.20  0.10
H -4.23 2.76 -6.08  0.09
H -4.63 3.36 -4.57  0.06
C -4.28 -2.76 -1.06  0.03
C -4.24 -3.06 0.47  -0.53
O -4.73 -4.11 0.83  0.02
N -3.53 -2.17 1.25  0.05
C -3.82 -2.27 2.67  -0.05
H -4.23 -1.72 -1.39  0.06
H -5.18 -3.24 -1.35  0.07
H -3.44 -3.30 -1.44  0.06
H -3.09 -1.44 0.76  0.06
H -4.54 -1.54 3.00  0.08
H -2.95 -2.10 3.25  0.06
H -4.14 -3.28 2.93  0.08
C -2.56 -5.92 3.42  0.01
C -1.60 -5.18 2.60  -0.51
O -0.64 -4.54 3.13  -0.02
N -1.88 -5.13 1.27  0.04
C -0.99 -4.28 0.46  -0.06
H -2.31 -5.79 4.48  0.07
H -2.62 -6.98 3.21  0.09
H -3.52 -5.50 3.12  0.08
H -2.78 -5.40 0.90  0.13
H -1.17 -4.48 -0.62  0.08
H 0.05 -4.43 0.65  0.07
H -1.25 -3.25 0.64  0.05
C -4.72 5.05 -0.66  0.02
C -4.51 3.56 -0.65  -0.59
O -4.57 2.92 -1.63  0.07
N -4.24 3.01 0.54  0.04
C -4.10 1.63 0.80  -0.07
H -5.41 5.34 -1.40  0.07
H -3.74 5.54 -0.83  0.10
H -5.10 5.36 0.29  0.07
H -4.24 3.58 1.35  0.12
H -4.81 1.23 1.48  0.08
H -3.13 1.36 1.19  0.05
H -4.30 0.98 -0.05  0.08
C 0.23 1.25 -6.48  0.00
C 0.04 -0.23 -6.54  -0.58
O 0.44 -0.95 -5.62  -0.01
N -0.38 -0.78 -7.66  0.00
C -0.79 -2.16 -7.68  -0.07
H -0.81 1.68 -6.21  0.10
H 0.48 1.73 -7.49  0.10
H 1.05 1.55 -5.84  0.05
H -1.04 -0.17 -8.16  0.15
H 0.08 -2.75 -7.48  0.08
H -1.25 -2.27 -8.69  0.10
H -1.60 -2.39 -6.96  0.08
C -0.29 4.19 4.87  0.00
C -1.23 3.25 4.16  -0.57
O -2.07 3.66 3.38  0.01
N -0.93 1.98 4.37  0.02
C -1.56 0.93 3.67  -0.06
H -0.20 5.14 4.31  0.08
H 0.69 3.79 5.04  0.06
H -0.72 4.41 5.88  0.10
H -0.10 1.77 4.89  0.09
H -0.78 0.50 3.00  0.09
H -2.32 1.36 3.02  0.06
H -1.95 0.15 4.32  0.09
C 3.70 3.14 0.07  0.03
C 3.07 2.33 -1.08  -0.52
O 2.93 1.11 -0.96  -0.03
N 2.68 2.98 -2.19  0.03
C 2.50 2.18 -3.38  -0.07
H 3.09 3.05 0.97  0.08
H 3.80 4.16 -0.21  0.04
H 4.65 2.63 0.26  0.06
H 2.86 3.99 -2.24  0.09
H 2.59 2.94 -4.20  0.10
H 1.58 1.56 -3.48  0.08
H 3.40 1.57 -3.50  0.09
C -1.43 -3.27 6.45  0.00
C -0.81 -4.63 6.32  -0.56
O -1.41 -5.65 6.61  0.05
N 0.51 -4.57 5.95  -0.03
C 1.10 -5.81 5.64  -0.10
H -2.47 -3.25 6.08  0.08
H -0.83 -2.53 5.85  0.08
H -1.50 -2.97 7.49  0.08
H 0.56 -3.88 5.17  0.09
H 0.77 -6.55 6.35  0.09
H 2.16 -5.73 5.59  0.07
H 0.63 -6.08 4.70  0.08
C -0.86 5.34 0.75  0.02
C -1.39 6.79 0.94  -0.51
O -0.93 7.75 0.30  -0.01
N -2.38 6.94 1.82  0.00
C -3.18 8.11 2.06  -0.04
H -1.61 4.60 1.04  0.05
H -0.03 5.07 1.33  0.06
H -0.69 5.28 -0.34  0.08
H -2.55 6.13 2.38  0.11
H -3.61 8.40 1.06  0.11
H -2.55 8.89 2.47  0.09
H -3.90 7.74 2.72  0.07
C 3.29 -4.82 2.38  0.00
C 3.20 -4.85 0.85  -0.59
O 3.48 -3.91 0.16  0.04
N 2.66 -6.01 0.37  0.00
C 2.78 -6.28 -1.08  -0.05
H 3.12 -5.82 2.77  0.06
H 2.42 -4.19 2.68  0.07
H 4.23 -4.33 2.65  0.09
H 2.21 -6.73 1.00  0.16
H 3.66 -5.69 -1.47  0.11
H 1.93 -5.83 -1.58  0.05
H 2.78 -7.32 -1.18  0.06
C 5.42 -2.24 -2.96  -0.02
C 6.43 -1.31 -2.39  -0.55
O 7.61 -1.59 -2.47  0.06
N 5.84 -0.18 -1.83  0.01
C 6.54 0.72 -0.93  -0.07
H 4.63 -2.37 -2.23  0.06
H 5.81 -3.21 -3.16  0.08
H 4.99 -1.79 -3.88  0.10
H 4.83 -0.26 -1.79  0.10
H 7.34 0.23 -0.38  0.09
H 5.85 1.09 -0.21  0.04
H 7.04 1.47 -1.52  0.08
C 2.96 1.18 4.11  0.02
C 2.25 0.08 4.92  -0.53
O 1.04 0.07 5.17  0.02
N 3.03 -0.98 5.12  0.01
C 2.59 -2.21 5.71  -0.06
H 2.47 1.19 3.11  0.09
H 4.02 1.05 3.94  0.08
H 2.85 2.07 4.61  0.04
H 4.01 -0.81 4.90  0.15
H 1.87 -2.05 6.51  0.09
H 3.35 -2.75 6.22  0.09
H 2.12 -2.77 4.90  0.07
C -1.42 -4.43 -4.53  0.02
C -0.26 -4.25 -3.62  -0.57
O -0.07 -4.93 -2.65  0.03
N 0.64 -3.30 -3.99  0.02
C 1.86 -3.05 -3.25  -0.07
H -2.06 -5.19 -4.16  0.08
H -0.95 -4.65 -5.49  0.09
H -1.91 -3.51 -4.64  0.04
H 0.34 -2.60 -4.65  0.07
H 2.68 -3.63 -3.69  0.09
H 1.75 -3.38 -2.22  0.07
H 2.01 -1.97 -3.27  0.09
C -0.34 1.39 -1.11  0.03
C -0.56 0.22 -0.13  -0.52
O -1.64 -0.28 0.10  0.01
N 0.61 -0.16 0.46  0.04
C 0.67 -1.34 1.29  -0.06
H 0.28 0.92 -1.87  0.07
H 0.07 2.28 -0.70  0.07
H -1.33 1.48 -1.49  0.06
H 1.47 0.30 0.05  0.12
H 1.24 -1.18 2.22  0.07
H 1.23 -2.10 0.87  0.05
H -0.34 -1.59 1.61  0.07
C 1.15 6.86 -2.79  0.01
C 2.07 6.46 -1.57  -0.50
O 2.99 5.66 -1.71  -0.01
N 1.79 7.07 -0.41  0.02
C 2.68 6.98 0.75  -0.05
H 0.72 5.94 -3.17  0.05
H 1.75 7.34 -3.63  0.10
H 0.29 7.57 -2.47  0.10
H 0.89 7.41 -0.20  0.05
H 2.30 7.47 1.66  0.09
H 3.61 7.55 0.43  0.11
H 2.94 5.93 0.93  0.06

Calculated values
* relative energy (zero: lowest compared OMol25 entry of this formula, charge and spin): 78.18 kcal per mole
* orbital gap: 9.099 eV
* total charge: 0
* largest force on an atom: 0.0942 Eh/bohr

=====

Question: Number 2 is which compound?
Answer: C45H105N15O15

=====

Question: largest force on an atom of number 1 (C45H101FO30S9)?
Answer: 0.0781 Eh/bohr